The following is a DFT calculation (ωB97M-V with the def2-TZVPD basis set) of a structure of composition C25H41AlCl3N3O3SSi.

Output
**Molar mass**: 625.1 g/mol
**Orbital gap**: 6.83 eV
**Calculated total energy**: -100085.160 eV
**ΔE to the lowest compared entry with this formula, charge and spin**: 87.4 kcal/mol

Each line ends with the Löwdin charge.
Cartesian coordinates (Å):
C 4.75 -1.57 -5.93  -0.07
C 4.64 -2.99 -6.35  -0.24
H 5.63 -1.45 -5.29  0.08
H 3.85 -1.25 -5.38  0.03
H 4.90 -0.92 -6.81  0.09
C 5.65 -3.70 -6.88  -0.12
C 7.01 -3.15 -7.05  -0.11
H 5.48 -4.70 -7.27  0.09
H 7.44 -2.79 -6.11  0.08
H 7.03 -2.32 -7.76  0.08
H 7.67 -3.93 -7.43  0.07
Al 1.25 -1.32 -2.46  -0.59
Cl 0.56 0.71 -2.23  0.29
Cl 1.15 -1.52 -4.67  0.36
C -1.33 -2.47 -2.37  -0.18
O -0.13 -2.46 -1.91  -0.06
N -2.18 -3.40 -1.95  -0.14
C -1.72 -4.30 -0.88  0.00
C -3.38 -3.67 -2.75  -0.02
H -1.67 -1.71 -3.11  0.16
H -1.41 -3.70 -0.01  0.10
H -0.87 -4.90 -1.23  0.08
H -2.56 -4.95 -0.62  0.09
H -3.82 -2.71 -3.06  0.10
H -4.10 -4.24 -2.16  0.09
H -3.14 -4.24 -3.67  0.11
H 3.84 1.28 1.73  0.10
H 4.69 -1.13 -0.96  0.02
C 3.85 0.20 1.92  -0.03
C 4.64 -1.33 0.12  -0.04
N 3.54 -0.55 0.71  -0.13
H 3.13 -0.02 2.71  0.09
C 2.29 -0.65 0.29  -0.23
O 1.95 -1.37 -0.70  -0.11
H 4.51 -2.41 0.25  0.10
H 1.53 -0.09 0.88  0.08
H 4.86 -0.09 2.24  0.09
H 5.56 -1.01 0.62  0.09
O 3.01 -3.66 -4.78  -0.41
C 3.31 -3.64 -6.15  -0.34
C 3.88 -6.13 -6.44  -0.08
C 3.07 -5.02 -6.73  -0.17
H 4.74 -5.99 -5.78  0.11
C 3.51 -7.40 -6.90  -0.08
H 2.56 -2.95 -6.58  0.11
C 1.85 -5.16 -7.39  -0.04
H 4.19 -8.24 -6.75  0.11
C 2.31 -7.52 -7.62  -0.10
C 1.47 -6.42 -7.86  -0.09
H 1.21 -4.27 -7.46  0.12
H 2.04 -8.50 -8.02  0.09
H 0.56 -6.49 -8.46  0.10
Si 2.60 -4.45 -3.25  0.28
Cl 3.83 -2.39 -2.73  0.39
C 3.40 -6.17 -3.40  -0.17
C 0.83 -4.89 -3.92  -0.16
C 2.53 -4.25 -1.34  -0.28
H 2.94 -6.74 -4.24  0.02
H 3.21 -6.75 -2.48  0.02
H 4.48 -6.16 -3.58  0.03
H 3.08 -5.09 -0.88  0.03
H 1.51 -4.23 -0.95  0.01
H 3.03 -3.34 -0.95  -0.07
H 0.95 -5.65 -4.71  0.03
H 0.37 -4.00 -4.40  -0.02
H 0.13 -5.28 -3.17  0.01
S -0.75 -0.81 1.95  0.61
C -1.06 0.83 2.03  -0.80
N -0.15 1.67 2.68  0.04
C -0.37 3.01 2.88  -0.07
C -1.55 3.58 2.45  -0.07
C -2.46 2.79 1.72  -0.05
C -2.21 1.45 1.50  -0.10
H 0.68 1.23 3.08  0.13
H 0.43 3.54 3.40  0.13
H -1.75 4.63 2.67  0.10
H -3.38 3.24 1.34  0.12
H -2.89 0.79 0.96  0.10